Below is one molecule with the formula C5H5NOS in a non-equilibrium geometry, with properties calculated with the ωB97M-V functional and the def2-TZVPD basis.

```
! wB97M-V def2-TZVPD RIJCOSX def2/J DEFGRID3
* xyz 0 1
C 1.8175 -1.3397 -0.0495
C 0.6172 -0.3992 -0.0298
N 0.7190 0.8248 -0.3598
C -0.3554 1.6552 -0.2661
S -0.4254 3.2817 -0.2332
C -1.5660 0.9562 -0.0730
C -1.6117 -0.3227 0.2936
O -0.4743 -1.1172 0.2268
H 1.7064 -2.0483 -0.9465
H 2.7615 -0.7522 -0.3325
H 1.8262 -1.8165 0.9468
H -2.3778 1.7958 0.1254
H -2.6372 -0.7178 0.6977
*
```

Its HOMO-LUMO gap is 8.14 eV. The value obtained for the LUMO energy is -0.36 eV. The HOMO energy is -8.50 eV. As for the largest force on an atom: 0.07667 hartree/bohr. As for the energy relative to the best compared isomer or geometry (same formula, charge and spin): 206.5 kJ/mol. As for the structure (SMILES): Cc1nc(=S)cco1.

Charges in e, computed with Mulliken, in the same order as the atoms: C -0.97; C 0.71; N -0.47; C 0.35; S -0.33; C -0.29; C -0.13; O -0.28; H 0.27; H 0.30; H 0.29; H 0.26; H 0.30